Record 1
Density functional theory data (the ωB97M-V functional and the def2-TZVPD basis) for a molecular structure, C15H32As2N2O5Pt.

Structure (XYZ):
```
57
Properties=species:S:1:pos:R:3:forces:R:3:mulliken_charge:R:1
As -0.39066 1.36891 1.11221 -0.9 1.3 3.2 0.816
Pt 0.06210 0.68849 -0.97498 0.0 -1.5 -1.8 0.618
H 3.97613 -0.88885 2.79930 -0.1 0.0 0.3 0.409
C 1.66419 -3.03320 1.38092 0.5 -0.2 0.0 -1.111
H 2.21337 2.01964 -1.37471 -0.1 0.1 -0.3 0.395
H -0.60247 -1.06624 -5.63723 -0.1 0.1 0.3 0.384
H -1.79088 3.06321 2.30752 -0.3 -0.2 -0.1 0.456
N 1.15905 -0.68744 -1.96823 0.3 -1.2 -0.6 0.506
H -1.80563 -2.10935 -0.12281 0.6 -0.3 0.1 0.289
C 0.05305 -1.05859 2.74171 0.1 0.6 -0.3 -0.142
H 1.87484 -3.55494 2.31986 -0.1 -0.2 -0.3 0.423
H -1.42782 3.49310 0.48753 -0.5 -1.0 1.1 0.256
H -1.64241 -2.54249 5.29837 0.0 0.2 -0.2 0.373
H 2.42499 -3.26677 0.62608 -0.2 -0.2 0.2 0.434
H -0.95110 5.07735 -0.41422 0.0 -0.8 -0.5 0.162
O -0.85048 4.11875 -0.58726 0.4 1.8 -1.5 -0.813
H 2.07015 1.96118 1.58220 -0.3 0.1 0.1 0.369
H -1.70307 -2.02669 -4.65538 0.0 0.4 0.0 0.288
H -2.12612 3.63889 -3.25053 0.1 -0.7 0.9 0.277
C -2.33513 -0.83156 4.17496 0.0 0.2 -0.3 -0.566
C -1.25548 -1.02185 -4.75068 -0.1 -0.2 -0.4 -1.477
O -2.06169 3.09657 -2.43270 -0.3 0.5 -1.0 -0.596
As 1.75135 -1.11187 1.68671 -1.1 0.1 0.5 0.523
C 0.74102 -1.18516 -3.11439 1.0 0.5 1.5 0.268
C -1.77627 2.67725 1.28248 0.0 0.1 0.4 -1.285
C -1.43099 -1.84739 4.48523 0.2 0.1 -0.2 -0.758
H -2.17365 1.87514 -2.60707 -0.1 -0.1 -0.2 0.410
O 2.36486 -1.22253 -1.54834 0.4 0.6 0.5 -0.612
H 0.95856 -2.95080 -4.26647 0.1 0.1 -0.1 0.393
H 2.56400 -0.81921 -0.66937 -0.6 -0.1 -0.6 0.300
H -2.77006 0.86521 2.86234 0.2 -0.3 0.3 0.379
C -0.85045 -0.01984 2.46065 0.2 0.1 -0.3 0.285
H 0.66675 -3.27142 0.98370 0.4 0.2 0.2 0.246
H 1.22090 1.93058 -2.89910 0.2 0.1 0.2 0.306
C -0.50461 -0.63476 -3.52087 -1.4 0.9 0.5 0.360
O -1.08197 -2.76332 -0.19814 -1.0 -0.1 -1.4 -0.576
H -2.72498 2.25291 0.94984 0.0 0.0 0.2 0.423
H 0.45133 -2.78029 3.96715 -0.1 0.1 0.1 0.273
C -0.24241 -1.97206 3.75314 -0.3 0.2 -0.1 -0.276
N -1.03612 0.24129 -2.64833 0.4 -1.4 -1.2 0.429
O -2.26774 0.71227 -2.85943 0.5 0.5 0.0 -0.754
C 1.59082 -2.22366 -3.74866 -0.2 -0.4 -0.9 -1.484
H -2.05422 -0.28190 -4.90571 0.3 -0.4 0.0 0.379
H 2.26590 -1.76488 -4.48467 -0.1 -0.2 0.1 0.285
C -2.06373 0.07744 3.14054 0.2 -0.3 0.3 -0.630
H 1.03356 2.07196 3.06347 0.2 0.2 -0.2 0.337
H -3.25935 -0.72926 4.73927 0.1 -0.1 -0.1 0.380
H 0.79368 3.13002 -1.59392 0.2 -0.3 -0.1 0.341
H 2.78220 0.17594 3.60570 0.0 -0.3 -0.1 0.318
H 2.21138 -2.74345 -3.00980 -0.4 0.2 -0.3 0.444
H 2.79125 -1.58981 3.97037 0.2 0.2 0.0 0.366
C 2.95780 -0.82885 3.20340 0.2 -0.4 -0.2 -1.212
H -1.47277 3.64876 -1.60708 0.2 0.3 0.6 0.329
H 0.94342 3.36268 1.78733 0.2 -0.3 0.1 0.435
H -1.25930 -3.15840 -1.08987 0.4 0.4 1.2 0.263
C 1.21707 2.14348 -1.82288 0.5 1.0 -0.1 -1.400
C 1.10785 2.29581 1.99089 -0.3 -0.1 0.0 -1.236
```
Forces are in eV/Å.

Expectation value of S² = 2.0119
Orbital gap (spin up / spin down) = 6.3 / 7.3 eV
LUMO energy (spin up / spin down) = 0.0 / -0.7 eV
Spin multiplicity = 3
ΔE to the lowest compared entry with this formula, charge and spin = 127.5 kJ/mol
Total energy = -154208.518 eV
E_HOMO (spin up / spin down) = -6.282 / -8.021 eV

---

Record 2
Density functional theory data (the ωB97M-V functional and the def2-TZVPD basis) for a molecular structure, C21H29IrN3O2SSi.

Structure (XYZ):
```
58
Properties=species:S:1:pos:R:3:forces:R:3:mulliken_charge:R:1
Si -0.41282 2.63351 -1.13905 -0.1 0.0 0.0 0.085
Ir -0.53125 -0.02618 0.23030 0.6 -0.7 1.1 1.574
O -1.22144 -1.69415 -0.61720 -0.2 0.0 -0.9 -0.772
H 1.79702 3.47931 -0.50916 0.0 0.0 0.0 0.444
C 3.52466 -2.44386 -2.15930 0.0 0.0 0.0 -0.582
H 1.46655 1.98047 0.35133 0.0 0.0 0.0 -0.020
S -0.38084 0.00706 2.53836 0.2 0.3 -0.1 -0.333
C 1.31762 -2.66862 3.11224 0.0 0.0 0.0 -0.824
H 4.19739 0.60831 2.41065 0.0 0.0 0.0 0.312
O 1.25172 -0.87126 0.12979 0.0 -0.1 0.0 -0.414
C 1.64903 -1.62216 -0.89709 -0.1 0.0 0.1 0.310
H -1.94518 4.15644 -2.38621 0.0 0.0 0.0 0.388
H -0.33146 4.79534 -2.12932 0.0 0.0 0.0 0.397
C 1.33482 -0.20115 2.85486 0.0 0.0 -0.1 0.056
H -3.28408 3.44520 -0.91252 0.1 0.2 -0.1 0.233
C 1.01808 2.91980 0.01426 0.0 -0.1 0.1 -0.629
C -3.72528 2.64963 -0.34905 -0.2 0.1 0.0 -0.206
H -2.58163 -3.16317 -1.92867 0.0 0.0 0.0 0.341
C -1.55624 -3.32470 -2.24620 0.0 -0.1 0.0 -1.757
H -0.78649 1.41034 -3.26678 0.0 0.0 0.0 0.327
C -1.15029 4.25054 -1.64806 0.0 0.0 0.0 -1.245
C -0.64830 -2.41051 -1.49744 0.2 -0.1 0.2 1.450
H 3.51607 -1.48694 4.44301 0.0 0.0 0.0 0.366
C 0.06762 1.61460 -2.61810 0.0 -0.1 0.0 -0.816
C 1.32656 -3.18442 -2.73940 0.1 0.0 0.0 -0.847
C -5.67321 1.67153 0.66103 -0.1 0.0 0.0 -0.419
C 3.34465 -1.15062 3.42037 0.0 0.0 0.0 -0.530
H 0.71996 3.50009 0.89006 0.0 0.0 0.0 0.333
H -5.37481 -0.19861 1.67663 0.0 0.0 0.0 0.419
H -1.46902 -3.13047 -3.31659 0.0 0.0 0.0 0.473
H 1.87946 1.77359 2.86543 0.0 0.0 0.0 0.254
N 2.17334 0.81634 2.96071 0.0 0.0 0.0 -0.005
H -2.98318 -0.29468 1.20090 0.0 0.0 0.0 0.278
H -6.73009 1.71448 0.88654 0.0 0.0 0.0 0.431
C -5.07571 2.69588 -0.06330 0.1 0.0 -0.1 -0.938
C 2.67772 -3.21650 -2.96341 -0.1 0.0 0.0 -0.996
H 0.36787 -2.64450 2.58581 0.0 0.0 0.0 0.239
H 0.52384 0.65697 -2.34077 0.0 0.0 0.0 0.226
H 0.81038 2.15341 -3.21171 0.0 0.0 0.0 0.415
H 3.67574 -1.06511 -0.51794 0.0 0.0 0.0 0.550
C -3.56263 0.54589 0.83475 -0.2 -0.2 0.1 -0.319
C 0.77065 -2.38495 -1.71451 -0.1 0.1 0.0 0.533
C 3.54195 0.36947 3.24651 0.0 0.0 0.0 -0.586
H -1.49537 4.85923 -0.81226 0.0 0.0 0.0 0.400
C -4.91236 0.59448 1.10586 0.1 -0.1 0.1 -1.114
H -5.66674 3.53343 -0.40659 0.0 0.0 0.0 0.431
N 1.92819 -1.35168 3.06891 0.0 0.0 0.1 0.189
H -1.27794 -4.36582 -2.07678 0.0 0.0 0.0 0.439
C 3.02541 -1.66466 -1.13963 -0.1 -0.1 -0.1 -0.593
H 1.15296 -2.97777 4.14458 0.0 0.0 0.0 0.313
H 3.92436 0.84809 4.14461 0.0 0.0 0.0 0.344
H 4.59118 -2.45389 -2.34377 0.0 0.0 0.0 0.458
N -1.57221 1.46702 -0.18559 -1.2 0.8 -0.2 -0.145
H 0.67310 -3.78222 -3.35879 0.0 0.0 0.0 0.441
H 1.98680 -3.37834 2.62871 0.0 0.0 0.0 0.336
C -2.94588 1.57003 0.09230 0.9 -0.1 -0.1 1.522
H 3.08585 -3.82879 -3.75421 0.0 0.0 0.0 0.437
H 3.97388 -1.73477 2.75089 0.0 0.0 0.0 0.346
```
Forces are in eV/Å.

Expectation value of S² = 1.1863
Orbital gap (spin up / spin down) = 6.5 / 6.7 eV
LUMO energy (spin up / spin down) = -7.8 / -7.6 eV
Spin multiplicity = 2
ΔE to the lowest compared entry with this formula, charge and spin = 0.0 kJ/mol
Total energy = -52350.794 eV
E_HOMO (spin up / spin down) = -14.324 / -14.344 eV
Net charge = +2